Record 1
{"formula": "C25H42AsCrO6P2SSb", "method": "ωB97M-V/def2-TZVPD", "species": ["Cr", "O", "As", "O", "O", "C", "C", "C", "C", "C", "C", "S", "O", "O", "O", "H", "H", "H", "H", "H", "C", "P", "C", "C", "C", "C", "C", "C", "C", "P", "C", "C", "H", "H", "H", "H", "H", "H", "H", "H", "H", "H", "H", "H", "H", "H", "H", "H", "C", "C", "C", "Sb", "C", "C", "C", "C", "C", "C", "H", "H", "H", "H", "H", "H", "H", "H", "H", "H", "H", "H", "H", "H", "H", "H", "H", "H", "H", "H", "H"], "positions_angstrom": [[0.22249, -0.35156, 0.22938], [-0.45016, 2.65199, 1.90595], [-1.68656, 1.41327, 2.17398], [-2.25880, 1.57457, 3.68211], [-0.87769, -0.05647, 1.79058], [-3.01918, 1.79153, 0.83614], [-4.19609, 2.29485, 1.36607], [-5.23094, 2.69994, 0.52378], [-5.09277, 2.60950, -0.84512], [-3.92128, 2.09752, -1.39650], [-2.89972, 1.69200, -0.55755], [-1.51143, 0.93325, -1.31196], [-0.27380, 1.43072, -0.61042], [-1.53442, 1.16582, -2.71767], [-1.54460, -0.50733, -0.88573], [-0.59369, 3.30443, 2.60967], [-4.28991, 2.37374, 2.44238], [-6.14398, 3.09377, 0.94959], [-5.89268, 2.93203, -1.49732], [-3.79831, 2.01461, -2.46691], [0.33000, -1.62689, -3.15162], [1.40132, -1.14463, -1.76532], [2.59992, -0.02770, -2.53686], [2.23491, -2.70671, -1.34037], [3.24562, -3.24789, -2.12989], [3.83996, -4.44927, -1.77997], [3.41941, -5.12679, -0.64278], [2.40050, -4.60645, 0.13910], [1.80082, -3.39542, -0.20068], [0.43505, -2.68413, 0.76962], [0.60570, -3.28851, 2.46531], [-1.07798, -3.50737, 0.18845], [0.95451, -2.02400, -3.95367], [-0.23830, -0.77021, -3.51029], [-0.36579, -2.39717, -2.82331], [3.10225, -0.50274, -3.37984], [3.33986, 0.32384, -1.82052], [2.03953, 0.83391, -2.90477], [3.58734, -2.72637, -3.01554], [4.63315, -4.85712, -2.39192], [3.88370, -6.06381, -0.36641], [2.07817, -5.15036, 1.01800], [0.47242, -4.37090, 2.48452], [-0.17696, -2.82807, 3.06827], [1.57264, -3.03037, 2.89220], [-0.92376, -4.58606, 0.14149], [-1.37252, -3.12712, -0.78788], [-1.88208, -3.28123, 0.89000], [2.75199, 1.82445, 4.47665], [1.74130, 1.00448, 3.68199], [1.33818, -0.27744, 4.40360], [2.31131, 0.55670, 1.66386], [3.85921, -0.93557, 1.88364], [4.76027, -0.79873, 3.10719], [4.69681, -1.03905, 0.61261], [3.33569, 2.26418, 0.86117], [4.68789, 2.55732, 1.50741], [2.42247, 3.48802, 0.88536], [2.30113, 2.09704, 5.43454], [3.02475, 2.75440, 3.97989], [3.66531, 1.27262, 4.69671], [0.84818, 1.60891, 3.54204], [2.17587, -0.97062, 4.52059], [0.52126, -0.78108, 3.88874], [0.98439, -0.02851, 5.40685], [3.28554, -1.86207, 1.98862], [5.29906, 0.14876, 3.11809], [5.50981, -1.59495, 3.09878], [4.21001, -0.88328, 4.04309], [5.37791, -0.19307, 0.50723], [4.09579, -1.09044, -0.29137], [5.31043, -1.94379, 0.63976], [3.49770, 1.98059, -0.18323], [4.60524, 2.75246, 2.57553], [5.10665, 3.45796, 1.05066], [5.41363, 1.75780, 1.36914], [2.15007, 3.76717, 1.90549], [1.49833, 3.33124, 0.33062], [2.95285, 4.33704, 0.44756]], "forces_ev_per_a": [[-1.0457, 0.3296, 0.2461], [-0.0893, 0.0639, 0.0984], [0.2844, -0.5026, -0.0101], [0.0143, -0.1198, -0.1663], [0.0660, 0.5385, 0.0118], [-0.0868, 0.0284, -0.1378], [-0.0332, 0.0415, -0.0626], [0.0054, -0.0006, 0.1308], [0.0503, -0.0196, -0.1360], [-0.0625, 0.0520, 0.0568], [-0.0720, 0.0189, 0.1319], [0.2838, -0.2490, 0.3901], [-0.0822, 0.0380, -0.2125], [-0.0609, -0.0135, -0.0242], [0.2290, 0.0487, -0.2620], [0.0685, -0.0159, -0.0812], [-0.0139, -0.0027, -0.0050], [0.0050, -0.0080, 0.0187], [0.0014, -0.0010, -0.0055], [0.0006, -0.0104, -0.0067], [0.0738, -0.0040, -0.0205], [0.0048, -0.0743, -0.0049], [0.0585, -0.0037, -0.0701], [0.0562, 0.0453, -0.0107], [0.0123, 0.0272, 0.0156], [-0.0045, -0.0210, 0.0269], [0.0093, 0.0093, -0.0162], [-0.0217, 0.0089, -0.0017], [0.0140, -0.0313, 0.0394], [-0.0310, -0.0195, -0.0970], [-0.0136, -0.0573, 0.0244], [0.0228, -0.0733, 0.0277], [-0.0397, -0.0136, -0.0164], [0.0032, 0.0251, 0.0203], [-0.0166, 0.0142, -0.0076], [0.0060, 0.0301, -0.0027], [0.0030, -0.0315, 0.0050], [-0.0048, -0.0017, 0.0092], [-0.0106, 0.0040, -0.0055], [0.0004, -0.0026, -0.0025], [0.0048, -0.0011, -0.0031], [-0.0017, 0.0050, 0.0071], [0.0166, 0.0081, 0.0499], [-0.0152, 0.0073, -0.0279], [0.0166, 0.0149, -0.0145], [-0.0350, 0.0042, 0.0016], [0.0316, -0.0061, -0.0119], [0.0091, 0.0276, 0.0004], [-0.0119, 0.0279, 0.0537], [-0.0471, 0.0557, 0.1495], [0.0188, -0.0156, 0.0407], [0.3441, -0.1781, 0.1292], [0.0937, -0.0985, 0.0288], [-0.0137, 0.0215, 0.0751], [0.0908, -0.0123, -0.0302], [0.0694, 0.1077, -0.0804], [0.0224, 0.0350, -0.0134], [-0.0136, 0.0277, 0.0108], [0.0047, -0.0309, 0.0102], [-0.0283, 0.0091, -0.0236], [0.0238, -0.0169, -0.0445], [0.0017, -0.0147, 0.0044], [-0.0559, 0.0216, -0.0216], [-0.0170, 0.0075, -0.0212], [-0.0078, 0.0010, -0.0068], [0.0101, -0.0136, -0.0493], [-0.0004, 0.0283, -0.0234], [-0.0080, -0.0093, -0.0173], [0.0209, 0.0305, -0.0138], [-0.0199, 0.0098, 0.0292], [-0.0919, -0.0383, -0.0729], [0.0012, 0.0116, 0.0150], [0.0366, 0.0183, 0.0010], [-0.0214, -0.0004, 0.0013], [0.0120, -0.0125, -0.0100], [-0.0267, -0.0418, 0.0006], [0.0220, -0.0148, -0.0014], [-0.0050, -0.0240, 0.0136], [-0.0140, 0.0019, -0.0223]], "total_charge": 1, "multiplicity": 4, "gap_ha": [0.32711, 0.32188], "e_above_lowest_ev": 0.0000, "e_homo_ev": [-12.013, -11.799], "largest_force_ha_per_bohr": 0.02185, "e_lumo_ev": [-3.112, -3.040]}

***

Record 2
{"formula": "ClHNO", "method": "ωB97M-V/def2-TZVPD", "species": ["N", "O", "Cl", "H"], "positions_angstrom": [[-0.09841, -2.03722, -1.05432], [0.28144, 1.28157, 0.03899], [-0.23703, -1.01310, 0.12168], [0.05400, 1.76875, 0.89365]], "forces_ev_per_a": [[-0.0797, -0.3051, 0.0260], [-0.3778, 1.3301, 1.7605], [0.0322, -0.1683, -0.1956], [0.4254, -0.8567, -1.5909]], "total_charge": -1, "multiplicity": 1, "gap_ha": [0.26258, 0.26325], "e_above_lowest_ev": 3.8782, "e_homo_ev": [-2.719, -2.722], "largest_force_ha_per_bohr": 0.04353, "e_lumo_ev": [4.426, 4.441]}